# 1
Formula: C18H30BrFNO16PSi2
Source: the Open Molecules 2025 dataset
Level of theory: the ωB97M-V functional and the def2-TZVPD basis

Calculated values
HOMO in eV: -8.86
Gap between HOMO and LUMO in eV: 8.4
LUMO in eV: -0.43
Total charge: 0

Geometry as XYZ:
```
70
Properties=species:S:1:pos:R:3:lowdin_charge:R:1
O -1.47 -0.13 -3.13 0.1348
C -1.38 -1.03 -2.33 -0.5649
F -1.71 -0.83 -1.08 0.1398
N -0.91 -2.32 -2.50 0.1109
C 0.55 -2.42 -2.24 -0.4670
O 1.31 -1.89 -3.00 0.0878
Si 1.06 -3.47 -0.72 0.5873
O 2.66 -3.31 -0.50 -0.4645
Si 3.35 -1.83 -0.28 0.3373
P 5.10 -2.17 1.13 0.3343
O 6.21 -1.24 0.41 -0.4733
Br 4.48 -0.89 2.83 0.2189
H -1.06 -2.53 -3.48 0.1401
H 0.75 -4.87 -1.05 -0.0051
H 0.25 -3.03 0.43 0.0030
H 3.95 -1.37 -1.56 -0.0266
H 2.34 -0.84 0.16 -0.0287
H 5.88 -0.78 -0.36 0.0101
C -6.74 -2.96 0.25 -0.0170
C -5.53 -3.06 1.13 -0.3095
C -4.60 -1.87 1.12 -0.0871
O -3.33 -2.47 1.43 0.0599
C -3.36 -3.75 1.00 -0.5854
O -2.41 -4.45 0.90 0.1508
O -4.62 -4.10 0.67 0.0866
H -6.45 -2.76 -0.78 0.0859
H -7.30 -3.90 0.26 0.0876
H -7.39 -2.16 0.60 0.0942
H -5.82 -3.30 2.16 0.1600
H -4.85 -1.11 1.84 0.1452
H -4.52 -1.42 0.13 0.1174
C -0.80 3.48 0.01 -0.0174
C -0.62 2.66 1.26 -0.3193
C -1.47 1.41 1.36 -0.0945
O -1.61 1.26 2.78 0.0634
C -1.50 2.49 3.35 -0.5696
O -1.75 2.74 4.47 0.1772
O -1.06 3.38 2.43 0.0855
H -1.84 3.76 -0.11 0.0867
H -0.21 4.39 0.06 0.0881
H -0.47 2.91 -0.86 0.0895
H 0.44 2.41 1.41 0.1592
H -1.02 0.52 0.93 0.1205
H -2.46 1.56 0.93 0.1311
C 10.58 1.07 2.14 -0.0219
C 9.33 0.79 1.33 -0.3248
C 9.26 1.47 -0.02 -0.0864
O 7.84 1.60 -0.21 0.0495
C 7.26 1.67 1.01 -0.5985
O 6.13 1.94 1.21 0.1464
O 8.16 1.35 1.97 0.0825
H 10.72 2.14 2.27 0.0905
H 10.50 0.62 3.13 0.0885
H 11.45 0.66 1.63 0.0907
H 9.17 -0.28 1.23 0.1553
H 9.69 0.89 -0.83 0.1367
H 9.70 2.47 -0.01 0.1376
C -4.87 2.62 -3.40 -0.0143
C -4.87 1.89 -2.09 -0.3215
C -5.72 0.63 -2.03 -0.0841
O -6.06 0.57 -0.63 0.0300
C -6.06 1.84 -0.14 -0.5756
O -6.46 2.14 0.93 0.1783
O -5.50 2.67 -1.04 0.0849
H -5.89 2.87 -3.70 0.0920
H -4.31 3.55 -3.32 0.0897
H -4.41 2.00 -4.17 0.0931
H -3.85 1.67 -1.77 0.1463
H -5.18 -0.27 -2.33 0.1315
H -6.64 0.72 -2.61 0.1399
```



# 2
Formula: C18H30CeNOSSi
Source: the Open Molecules 2025 dataset
Level of theory: the ωB97M-V functional and the def2-TZVPD basis

Calculated values
HOMO (spin up / spin down) in eV: -8.20 / -8.20
Multiplicity: 2
Gap between HOMO and LUMO (spin up / spin down) in eV: 8.4 / 8.4
⟨S²⟩: 0.75
LUMO (spin up / spin down) in eV: 0.19 / 0.20
Total charge: 0
ΔE to the lowest compared entry with this formula, charge and spin in eV: 0.213

Geometry as XYZ:
```
53
Properties=species:S:1:pos:R:3:lowdin_spin:R:1
Ce -0.70 -0.34 0.70 1.0118
C 4.83 4.63 0.88 0.0000
Si 4.15 2.86 0.84 -0.0001
C 4.85 1.94 2.32 -0.0001
C 4.69 2.08 -0.79 -0.0001
C 2.27 3.04 0.95 0.0000
C 1.67 4.29 1.04 0.0011
C 0.28 4.42 1.12 0.0001
C -0.48 3.27 1.10 0.0007
N 0.06 2.05 1.01 -0.0015
C 1.41 1.92 0.93 0.0012
S 2.03 0.30 0.81 -0.0029
H 5.92 4.61 0.82 0.0000
H 4.55 5.14 1.80 0.0000
H 4.47 5.22 0.03 0.0000
H 5.94 2.03 2.34 0.0000
H 4.59 0.89 2.30 0.0000
H 4.47 2.37 3.25 0.0000
H 5.78 2.16 -0.89 0.0000
H 4.23 2.59 -1.64 0.0000
H 4.42 1.02 -0.83 0.0000
H 2.29 5.18 1.05 0.0001
H -0.19 5.39 1.18 0.0000
H -1.56 3.32 1.15 0.0001
C -2.08 -3.18 3.67 -0.0001
C -1.48 -2.62 2.37 0.0005
C -2.16 -3.33 1.18 -0.0002
C 0.04 -2.94 2.34 -0.0002
O -1.67 -1.24 2.31 -0.0054
H -1.94 -4.26 3.73 0.0000
H -3.14 -2.95 3.70 0.0000
H -1.60 -2.70 4.53 0.0000
H -2.19 -4.41 1.34 0.0000
H -1.64 -3.13 0.23 -0.0001
H -3.18 -2.96 1.09 0.0000
H 0.22 -4.01 2.36 0.0000
H 0.51 -2.48 3.21 0.0000
H 0.51 -2.54 1.43 -0.0002
C -2.26 -1.94 -4.67 0.0000
C -3.25 -1.77 -3.50 0.0000
C -3.87 -3.13 -3.15 0.0001
C -4.35 -0.78 -3.89 0.0000
C -2.52 -1.25 -2.33 -0.0004
C -1.90 -0.83 -1.37 -0.0042
H -2.79 -2.30 -5.56 0.0000
H -1.49 -2.66 -4.41 0.0000
H -1.79 -0.99 -4.91 0.0000
H -4.42 -3.52 -4.02 0.0000
H -4.56 -3.03 -2.32 0.0000
H -3.09 -3.84 -2.88 0.0000
H -4.89 -1.14 -4.77 0.0000
H -3.93 0.20 -4.11 0.0000
H -5.06 -0.67 -3.07 0.0000
```



# 3
Formula: C18H30FN4O3PS
Source: the Open Molecules 2025 dataset
Level of theory: the ωB97M-V functional and the def2-TZVPD basis

Calculated values
HOMO in eV: -11.71
Gap between HOMO and LUMO in eV: 3.8
LUMO in eV: -7.94
Total charge: +2

Geometry as XYZ:
```
58
Properties=species:S:1:pos:R:3:lowdin_charge:R:1
C 7.54 -1.44 1.40 -0.1890
C 6.09 -1.78 2.17 -0.4105
P 4.60 -1.90 0.99 0.9291
C 5.34 -2.09 -0.80 -0.2681
N 3.63 -0.41 0.90 -0.4258
C 2.24 -0.56 1.45 -0.2434
C 1.35 -1.78 0.82 -0.3244
O 1.69 -2.16 -0.56 -0.1023
C 1.29 -3.09 1.86 -0.2346
N 2.23 -4.21 1.48 -0.0653
S 4.38 0.95 1.69 0.8455
O 5.83 1.28 1.20 -0.3130
O 3.54 2.24 1.34 -0.3786
F 4.27 0.82 3.43 -0.2547
H 7.40 -0.73 0.49 0.0613
H 8.12 -2.44 1.12 0.0871
H 8.25 -0.86 2.17 0.0933
H 6.25 -2.87 2.63 0.0944
H 5.96 -1.07 3.09 0.0751
H 5.39 -1.00 -1.24 0.0557
H 6.36 -2.65 -0.82 0.0609
H 4.49 -2.65 -1.43 0.0539
H 2.23 -0.58 2.64 0.1374
H 1.66 0.44 1.17 0.1174
H 0.23 -1.39 0.78 0.1342
H 1.09 -1.70 -1.23 0.0831
H 1.45 -2.75 2.99 0.1273
H 0.19 -3.53 1.77 0.1240
H 3.07 -4.08 2.12 0.0474
H 1.83 -5.14 1.80 0.0836
C 0.06 0.52 -3.59 0.0562
N -1.20 0.82 -2.87 -0.0784
C -1.14 1.31 -1.62 0.0368
C -2.31 1.64 -0.93 0.0670
C -3.56 1.47 -1.53 -0.1366
C -3.57 0.94 -2.83 0.0618
C -2.38 0.62 -3.48 0.0388
C -4.81 1.86 -0.87 -0.1367
C -5.67 2.80 -1.45 0.0620
C -6.88 3.14 -0.84 0.0395
N -7.24 2.55 0.32 -0.0817
C -6.43 1.66 0.93 0.0374
C -5.21 1.31 0.35 0.0647
C -8.55 2.87 0.93 0.0478
H 0.63 -0.19 -2.99 0.1024
H 0.60 1.46 -3.71 0.1266
H -0.16 0.09 -4.57 0.1139
H -0.15 1.44 -1.18 0.1598
H -2.22 2.05 0.08 0.1471
H -4.52 0.77 -3.35 0.1460
H -2.38 0.21 -4.49 0.1577
H -5.41 3.29 -2.39 0.1464
H -7.56 3.86 -1.29 0.1580
H -6.77 1.23 1.86 0.1619
H -4.59 0.57 0.86 0.1454
H -8.37 3.24 1.94 0.1208
H -9.14 1.95 0.94 0.1224
H -9.06 3.64 0.34 0.1120
```



# 4
Formula: C18H30N4O2
Source: the Open Molecules 2025 dataset
Level of theory: the ωB97M-V functional and the def2-TZVPD basis

Calculated values
Structure (SMILES): CCCCNCC(=O)Nc1ccc(NC(=O)CNCCCC)cc1
HOMO in eV: -7.71
Gap between HOMO and LUMO in eV: 8.5
LUMO in eV: 0.84
Total charge: 0
ΔE to the lowest compared entry with this formula, charge and spin in eV: 0.103

Geometry as XYZ:
```
54
Properties=species:S:1:pos:R:3:lowdin_charge:R:1
C -5.07 -3.73 0.01 -0.1131
C -4.97 -2.21 -0.08 -0.2855
C -6.10 -1.61 -0.93 -0.2071
C -5.98 -0.10 -1.07 -0.2378
N -6.05 0.55 0.24 -0.0984
H -6.97 0.37 0.64 0.1231
C -5.80 1.97 0.18 -0.1321
C -4.30 2.26 0.04 -0.4677
O -3.89 3.29 -0.45 0.0628
N -3.55 1.26 0.54 0.1295
C -2.16 1.11 0.59 -0.2201
C -1.64 -0.08 1.09 -0.0162
C -0.28 -0.28 1.16 -0.0058
C 0.59 0.71 0.73 -0.2224
C 0.07 1.90 0.22 -0.0154
C -1.29 2.11 0.15 -0.0058
H -1.68 3.03 -0.24 0.1002
H 0.75 2.67 -0.11 0.1122
N 1.98 0.57 0.78 0.1215
C 2.73 -0.48 1.19 -0.4604
O 2.31 -1.54 1.63 0.0610
C 4.23 -0.19 1.08 -0.1307
N 4.50 0.82 0.07 -0.0911
H 4.41 0.41 -0.85 0.1174
C 5.78 1.48 0.19 -0.2355
C 7.02 0.59 0.04 -0.2138
C 7.11 -0.09 -1.33 -0.2780
C 8.40 -0.88 -1.49 -0.1155
H 8.44 -1.36 -2.47 0.0682
H 9.26 -0.23 -1.39 0.0713
H 8.46 -1.66 -0.73 0.0728
H 7.05 0.67 -2.11 0.1102
H 6.26 -0.76 -1.47 0.1007
H 7.02 -0.18 0.82 0.1063
H 7.91 1.21 0.18 0.1129
H 5.81 1.97 1.17 0.1153
H 5.81 2.26 -0.58 0.1158
H 4.74 -1.15 0.93 0.1254
H 4.55 0.20 2.05 0.1357
H 2.53 1.34 0.42 0.1259
H 0.11 -1.20 1.56 0.0998
H -2.32 -0.85 1.43 0.1067
H -4.10 0.47 0.87 0.1159
H -6.32 2.49 -0.64 0.1259
H -6.12 2.43 1.12 0.1311
H -6.76 0.27 -1.75 0.1190
H -5.01 0.15 -1.50 0.1222
H -6.08 -2.06 -1.92 0.1146
H -7.06 -1.86 -0.47 0.1129
H -4.01 -1.93 -0.53 0.1074
H -5.02 -1.78 0.92 0.0975
H -6.02 -4.02 0.46 0.0714
H -4.26 -4.13 0.61 0.0684
H -5.02 -4.17 -0.99 0.0714
```